Arrangement P

The following is a quantum chemistry calculation of a single C5H7NOS molecule, from OMol25.

Each atom is followed by the atoms it is bonded to, with distances in Å.
Positions of all 15 atoms, in Å:
1 C 1.671 -1.738 -0.001  C5 1.445, N6 1.157
2 C 0.383 0.752 0.728  C3 1.618, C4 1.505, H9 1.117, H10 1.071
3 C 0.683 0.363 -0.813  C2 1.618, C5 1.319, H12 1.082
4 C -1.069 0.983 1.052  C2 1.505, S8 1.756, H13 1.183, H14 1.078
5 C 1.250 -0.809 -1.026  C1 1.445, C3 1.319, H15 1.031
6 N 1.739 -2.699 0.638  C1 1.157
7 O -1.892 0.023 -1.218  S8 1.750, H11 1.077
8 S -1.946 -0.423 0.473  C4 1.756, O7 1.750
9 H 0.775 -0.174 1.213  C2 1.117
10 H 0.961 1.640 0.885  C2 1.071
11 H -2.060 -1.035 -1.335  O7 1.077
12 H 0.662 1.177 -1.526  C3 1.082
13 H -1.387 1.055 2.189  C4 1.183
14 H -1.400 1.944 0.692  C4 1.078
15 H 1.630 -1.057 -1.951  C5 1.031

Values from the calculation:
LUMO level: 0.3 eV
Spin multiplicity: 1
Kohn-Sham gap: 9.079 eV
Molar mass: 129.18 g/mol

***

Arrangement Q

The following is a quantum chemistry calculation of a single C5H7NOS molecule, from OMol25.

Each atom is followed by the atoms it is bonded to, with distances in Å.
Positions of all 15 atoms, in Å:
1 C -1.872 -0.580 0.780  H6 1.093, H7 1.113, H8 1.088, S15 1.806
2 C -0.027 -0.011 -1.267  C3 1.462, C4 1.538, H9 1.079, S15 1.834
3 C -0.333 1.398 -1.024  C2 1.462, N13 1.155
4 C 1.240 -0.508 -0.551  C2 1.538, C5 1.505, O14 1.209
5 C 1.672 0.205 0.702  C4 1.505, H10 1.110, H11 1.101, H12 1.100
6 H -1.969 0.507 0.848  C1 1.093
7 H -1.130 -0.958 1.518  C1 1.113
8 H -2.844 -1.027 0.980  C1 1.088
9 H 0.137 -0.171 -2.322  C2 1.079
10 H 0.825 0.280 1.415  C5 1.110
11 H 2.010 1.220 0.441  C5 1.101
12 H 2.489 -0.337 1.200  C5 1.100
13 N -0.564 2.502 -0.779  C3 1.155
14 O 1.840 -1.442 -1.029  C4 1.209
15 S -1.475 -1.079 -0.910  C1 1.806, C2 1.834

Values from the calculation:
LUMO level: 0.4 eV
Spin multiplicity: 1
Kohn-Sham gap: 9.922 eV
Molar mass: 129.18 g/mol

***

From most stable to least stable, the computed energies give arrangement Q, arrangement P.

***

Arrangement P

The following is a quantum chemistry calculation of a gas-phase ion, C5H11N (charge +1), from OMol25.

Each atom is followed by the atoms it is bonded to, with distances in Å.
Positions of all 17 atoms, in Å:
1 C 2.003 -0.601 0.355  C2 1.532, H7 1.107, H8 1.113, H9 1.123
2 C 1.225 0.585 -0.222  C1 1.532, C3 1.542, H10 1.183, H11 1.072
3 C -0.081 1.042 0.460  C2 1.542, C4 1.555, H12 1.140, H13 1.190
4 C -0.865 -0.285 0.671  C3 1.555, N6 1.506, H14 1.136, H15 1.107
5 C -2.351 -0.692 -1.181  N6 1.262, H16 1.163, H17 1.104
6 N -1.176 -0.752 -0.727  C4 1.506, C5 1.262
7 H 2.884 -0.695 -0.308  C1 1.107
8 H 1.458 -1.571 0.351  C1 1.113
9 H 2.316 -0.355 1.405  C1 1.123
10 H 0.964 0.262 -1.330  C2 1.183
11 H 1.756 1.514 -0.281  C2 1.072
12 H -0.524 1.853 -0.208  C3 1.140
13 H 0.058 1.562 1.521  C3 1.190
14 H -0.331 -1.064 1.303  C4 1.136
15 H -1.759 0.062 1.222  C4 1.107
16 H -2.459 -0.804 -2.334  C5 1.163
17 H -3.119 -0.061 -0.700  C5 1.104

Values from the calculation:
LUMO level (alpha / beta): -5.2 / -9.1 eV
Spin multiplicity: 2
Charge: +1
Kohn-Sham gap (alpha / beta): 10.123 / 6.235 eV
Molar mass: 85.15 g/mol

***

Arrangement Q

The following is a quantum chemistry calculation of a gas-phase ion, C5H11N (charge +1), from OMol25.

Each atom is followed by the atoms it is bonded to, with distances in Å.
Positions of all 17 atoms, in Å:
1 C -1.020 -2.380 1.339  C2 1.505, H7 1.090, H8 1.084, H9 1.093
2 C -0.706 -1.110 0.594  C1 1.505, C3 1.374, H10 1.088
3 C 0.551 -0.912 0.074  C2 1.374, N4 1.373, H11 1.086
4 N 0.990 0.278 -0.452  C3 1.373, C5 1.446, H12 1.012
5 C 0.099 1.203 -1.116  N4 1.446, C6 1.547, H13 1.098, H14 1.096
6 C 0.220 2.616 -0.499  C5 1.547, H15 1.093, H16 1.088, H17 1.087
7 H -0.531 -3.207 0.823  C1 1.090
8 H -0.745 -2.288 2.383  C1 1.084
9 H -2.074 -2.632 1.198  C1 1.093
10 H -1.293 -0.228 0.842  C2 1.088
11 H 1.183 -1.786 -0.047  C3 1.086
12 H 1.758 0.705 0.050  N4 1.012
13 H -0.879 0.728 -0.966  C5 1.098
14 H 0.217 1.300 -2.201  C5 1.096
15 H -0.331 3.244 -1.202  C6 1.093
16 H 1.206 3.066 -0.403  C6 1.088
17 H -0.285 2.567 0.463  C6 1.087

Values from the calculation:
LUMO level (alpha / beta): -3.8 / -7.4 eV
Spin multiplicity: 2
Charge: +1
Kohn-Sham gap (alpha / beta): 10.883 / 8.242 eV
Molar mass: 85.15 g/mol

***

From most stable to least stable, the computed energies give arrangement Q, arrangement P.

***

Arrangement P

The following is a quantum chemistry calculation of 2 unconnected molecules or ions with the total composition C3H11N3, from OMol25.

Each atom is followed by the atoms it is bonded to, with distances in Å.
Positions of all 17 atoms, in Å:
1 C -2.798 -0.833 -0.088  C2 1.530, H4 1.089, H5 1.108, H6 1.095
2 C -1.810 -1.875 0.440  C1 1.530, N3 1.448, H7 1.094, H8 1.102
3 N -0.578 -1.223 0.832  C2 1.448, H9 0.994, H10 1.008
4 H -3.777 -1.213 -0.372  C1 1.089
5 H -2.294 -0.405 -0.977  C1 1.108
6 H -2.776 0.076 0.522  C1 1.095
7 H -1.627 -2.745 -0.196  C2 1.094
8 H -2.295 -2.310 1.330  C2 1.102
9 H -0.372 -0.476 0.210  N3 0.994
10 H 0.192 -1.845 1.018  N3 1.008
11 N 2.920 1.662 0.087  C12 1.360, H14 1.021, H15 1.008
12 C 1.611 1.380 -0.152  N11 1.360, N13 1.281, H16 1.106
13 N 1.021 1.306 -1.287  C12 1.281, H17 1.021
14 H 3.424 1.150 0.813  N11 1.021
15 H 3.501 2.043 -0.643  N11 1.008
16 H 1.048 1.493 0.793  C12 1.106
17 H 0.125 0.836 -1.149  N13 1.021

Values from the calculation:
LUMO level (alpha / beta): 3.9 / 3.8 eV
Spin multiplicity: 2
Charge: -1
Kohn-Sham gap (alpha / beta): 2.536 / 9.126 eV
Molar mass: 89.14 g/mol

***

Arrangement Q

The following is a quantum chemistry calculation of 2 unconnected molecules or ions with the total composition C3H11N3, from OMol25.

Each atom is followed by the atoms it is bonded to, with distances in Å.
Positions of all 17 atoms, in Å:
1 C 2.463 -2.483 1.492  C2 1.357, H4 1.078, H5 1.082
2 C 2.878 -1.362 0.849  C1 1.357, N3 1.402, H6 1.082
3 N 1.987 -0.421 0.313  C2 1.402, H7 1.037, H8 1.020
4 H 1.444 -2.817 1.378  C1 1.078
5 H 3.222 -3.069 1.992  C1 1.082
6 H 3.926 -1.124 0.972  C2 1.082
7 H 1.230 -0.169 0.974  N3 1.037
8 H 2.455 0.481 0.224  N3 1.020
9 N -3.195 0.792 -0.699  C10 1.464, H12 1.018, H13 1.023
10 C -2.034 1.684 -0.709  N9 1.464, N11 1.454, H14 1.094, H15 1.094
11 N -1.016 1.305 -1.676  C10 1.454, H16 1.018, H17 1.018
12 H -4.070 1.296 -0.575  N9 1.018
13 H -3.174 0.055 0.009  N9 1.023
14 H -2.426 2.682 -0.927  C10 1.094
15 H -1.533 1.753 0.261  C10 1.094
16 H -0.673 0.402 -1.352  N11 1.018
17 H -1.482 0.996 -2.526  N11 1.018

Values from the calculation:
LUMO level (alpha / beta): 4.1 / 4.1 eV
Spin multiplicity: 2
Charge: -1
Kohn-Sham gap (alpha / beta): 2.869 / 8.989 eV
Molar mass: 89.14 g/mol

***

Arrangement R

The following is a quantum chemistry calculation of 2 unconnected molecules or ions with the total composition C3H11N3, from OMol25.

Each atom is followed by the atoms it is bonded to, with distances in Å.
Positions of all 17 atoms, in Å:
1 C -0.305 -2.471 -2.152  C2 1.332, H4 1.085, H5 1.080
2 C -0.616 -2.834 -0.909  C1 1.332, N3 1.378, H6 1.083
3 N -1.512 -2.363 0.024  C2 1.378, H7 1.006, H8 1.008
4 H -0.838 -1.670 -2.653  C1 1.085
5 H 0.561 -2.854 -2.672  C1 1.080
6 H -0.045 -3.623 -0.434  C2 1.083
7 H -2.126 -1.570 -0.058  N3 1.006
8 H -1.606 -2.979 0.818  N3 1.008
9 N 0.750 2.536 -0.327  C10 1.425, H12 1.004, H13 1.008
10 C 1.238 2.666 1.005  N9 1.425, N11 1.478, H14 1.083, H15 1.102
11 N 0.451 1.832 1.938  C10 1.478, H16 1.020, H17 1.015
12 H 1.072 1.732 -0.836  N9 1.004
13 H -0.228 2.712 -0.496  N9 1.008
14 H 2.266 2.370 1.177  C10 1.083
15 H 1.176 3.735 1.265  C10 1.102
16 H 0.375 2.084 2.924  N11 1.020
17 H -0.529 1.814 1.676  N11 1.015

Values from the calculation:
LUMO level (alpha / beta): 4.1 / 4.0 eV
Spin multiplicity: 2
Charge: -1
Kohn-Sham gap (alpha / beta): 2.726 / 8.364 eV
Molar mass: 89.14 g/mol

***

From most stable to least stable, the computed energies give arrangement Q, arrangement P, arrangement R.